[1]
{
  "formula": "C54H135N9",
  "method": "wB97M-V/def2-TZVPD",
  "orbital_gap_ev": 8.70,
  "e_lumo_ev": 0.714,
  "homo_ev": -7.99,
  "total_energy_ev": -71596.2157,
  "smiles": "CCN(CC)CC.CCN(CC)CC.CCN(CC)CC.CCN(CC)CC.CCN(CC)CC.CCN(CC)CC.CCN(CC)CC.CCN(CC)CC.CCN(CC)CC",
  "de_lowest_ev": 0.290,
  "elements": ["C", "C", "N", "C", "C", "C", "C", "H", "H", "H", "H", "H", "H", "H", "H", "H", "H", "H", "H", "H", "H", "H", "C", "C", "N", "C", "C", "C", "C", "H", "H", "H", "H", "H", "H", "H", "H", "H", "H", "H", "H", "H", "H", "H", "C", "C", "N", "C", "C", "C", "C", "H", "H", "H", "H", "H", "H", "H", "H", "H", "H", "H", "H", "H", "H", "H", "C", "C", "N", "C", "C", "C", "C", "H", "H", "H", "H", "H", "H", "H", "H", "H", "H", "H", "H", "H", "H", "H", "C", "C", "N", "C", "C", "C", "C", "H", "H", "H", "H", "H", "H", "H", "H", "H", "H", "H", "H", "H", "H", "H", "C", "C", "N", "C", "C", "C", "C", "H", "H", "H", "H", "H", "H", "H", "H", "H", "H", "H", "H", "H", "H", "H", "C", "C", "N", "C", "C", "C", "C", "H", "H", "H", "H", "H", "H", "H", "H", "H", "H", "H", "H", "H", "H", "H", "C", "C", "N", "C", "C", "C", "C", "H", "H", "H", "H", "H", "H", "H", "H", "H", "H", "H", "H", "H", "H", "H", "C", "C", "N", "C", "C", "C", "C", "H", "H", "H", "H", "H", "H", "H", "H", "H", "H", "H", "H", "H", "H", "H"],
  "xyz": [[5.06193, 1.93947, -5.36709], [4.75072, 0.73708, -4.46689], [3.58088, 0.84406, -3.62576], [2.30167, 0.95781, -4.28566], [2.00435, -0.19300, -5.24304], [3.74872, 1.73425, -2.47372], [4.99481, 1.49556, -1.64853], [5.27937, 2.80905, -4.74017], [4.17151, 2.22858, -5.92745], [5.89698, 1.68617, -6.01581], [4.63412, -0.14436, -5.11207], [5.63104, 0.41978, -3.90219], [1.58107, 0.90663, -3.46193], [2.12419, 1.93679, -4.75788], [2.51540, -0.10263, -6.20511], [2.32216, -1.13466, -4.79703], [0.94504, -0.18458, -5.50307], [2.88040, 1.56656, -1.82991], [3.72666, 2.77431, -2.83245], [5.90910, 1.80306, -2.15826], [5.10143, 0.43599, -1.41397], [4.92758, 2.03317, -0.70257], [0.92612, -5.78863, -1.06945], [2.40112, -6.16817, -0.98272], [3.30631, -5.38448, -1.84273], [4.63342, -5.96690, -1.82589], [4.79959, -7.17514, -2.73970], [3.29220, -3.99211, -1.39094], [3.77339, -3.04053, -2.49934], [0.57863, -5.57203, -2.08302], [0.69501, -4.90272, -0.47649], [0.26458, -6.58173, -0.71765], [2.73682, -6.15422, 0.06023], [2.43474, -7.19570, -1.35743], [5.31875, -5.16074, -2.09547], [4.92716, -6.28189, -0.81086], [4.38233, -8.04925, -2.23385], [4.23198, -7.08225, -3.66815], [5.82847, -7.39610, -3.01764], [3.91847, -3.80944, -0.50411], [2.31311, -3.63290, -1.07737], [4.81973, -3.23873, -2.72361], [3.63029, -2.00719, -2.16438], [3.17200, -3.08174, -3.40847], [1.48439, -0.64599, 0.19093], [0.30304, -0.12444, -0.60717], [-0.77831, -1.06959, -0.70199], [-0.47784, -2.33552, -1.35594], [0.15992, -2.18184, -2.75164], [-1.99463, -0.47383, -1.23098], [-2.55130, 0.62689, -0.33266], [2.30282, 0.07187, 0.27975], [1.89089, -1.55827, -0.25226], [1.21007, -0.93198, 1.21078], [-0.04146, 0.82251, -0.18956], [0.63790, 0.17567, -1.61957], [0.22696, -2.88521, -0.72850], [-1.32966, -3.01607, -1.40382], [1.15130, -1.74094, -2.63688], [0.33550, -3.16117, -3.19820], [-0.51887, -1.57863, -3.35456], [-2.75784, -1.24853, -1.32676], [-1.87900, -0.04002, -2.23628], [-2.03979, 1.59190, -0.40315], [-2.44799, 0.31700, 0.71074], [-3.57190, 0.92171, -0.57545], [1.02500, 2.78520, 1.89807], [0.75466, 1.70452, 2.97031], [0.50710, 2.25140, 4.31245], [1.58046, 3.09134, 4.80521], [2.94088, 2.40259, 4.79481], [-0.81395, 2.84769, 4.39829], [-1.25135, 3.10367, 5.85000], [1.10298, 2.22750, 0.95832], [1.98139, 3.29034, 2.03001], [0.21907, 3.50639, 1.76485], [-0.13407, 1.14648, 2.67533], [1.63862, 1.06877, 3.02180], [1.39618, 3.35891, 5.84590], [1.63859, 4.04312, 4.25556], [2.96029, 1.45874, 5.34159], [3.72013, 3.04430, 5.20554], [3.24685, 2.14523, 3.77621], [-0.84904, 3.79541, 3.83817], [-1.57883, 2.20343, 3.96184], [-1.25098, 2.18152, 6.42679], [-0.56303, 3.80880, 6.31781], [-2.22448, 3.59545, 5.83740], [-2.81885, -2.42381, 2.07774], [-1.63375, -1.95210, 2.90105], [-1.96030, -1.66238, 4.29817], [-3.06654, -0.70997, 4.36706], [-3.45324, -0.32568, 5.81765], [-0.81283, -1.13434, 5.03110], [0.39818, -2.06802, 5.05721], [-2.51949, -2.76988, 1.08965], [-3.45488, -1.54803, 1.91430], [-3.44694, -3.15967, 2.58166], [-0.87702, -2.73640, 2.86843], [-1.22188, -1.08002, 2.36847], [-2.84462, 0.21638, 3.81495], [-3.98646, -1.14091, 3.97563], [-3.45537, -1.24388, 6.40601], [-2.77791, 0.40129, 6.26603], [-4.44201, 0.13304, 5.83700], [-1.16361, -1.05753, 6.06055], [-0.50333, -0.13452, 4.69663], [0.76215, -2.28859, 4.05413], [0.13295, -3.00228, 5.55611], [1.20408, -1.62330, 5.64313], [-5.45325, 3.67020, 5.80957], [-5.38191, 3.64561, 4.28459], [-4.38190, 4.56429, 3.74625], [-4.65324, 5.94940, 4.12759], [-3.45323, 6.86603, 3.87898], [-4.30801, 4.43659, 2.29804], [-3.43887, 3.26268, 1.85574], [-6.01741, 4.51499, 6.20595], [-4.44646, 3.63107, 6.22142], [-6.01822, 2.82429, 6.20956], [-5.11839, 2.63663, 3.95854], [-6.35935, 3.83896, 3.81247], [-5.58354, 6.32498, 3.67447], [-4.82906, 5.98223, 5.20308], [-2.52044, 6.41795, 4.22550], [-3.28653, 6.98949, 2.80601], [-3.57313, 7.84522, 4.33784], [-3.89544, 5.30855, 1.79270], [-5.32705, 4.34224, 1.89101], [-3.46691, 3.11431, 0.77534], [-3.70031, 2.29533, 2.29753], [-2.37690, 3.31809, 2.10659], [3.00320, -4.10212, 2.97956], [3.45201, -2.81946, 3.67533], [3.74307, -1.76333, 2.69329], [5.01202, -2.00448, 1.98975], [5.12899, -1.03693, 0.81405], [3.59475, -0.42366, 3.24332], [4.58326, -0.06239, 4.36522], [2.46037, -4.73376, 3.68905], [3.85626, -4.64333, 2.57803], [2.25562, -3.89689, 2.21556], [2.67458, -2.43798, 4.34326], [4.29571, -2.99417, 4.35753], [5.86435, -1.89718, 2.67717], [5.07512, -3.04757, 1.68194], [5.38821, -0.04480, 1.18430], [5.98330, -1.31679, 0.18872], [4.24800, -1.02770, 0.17711], [2.57562, -0.35458, 3.63613], [3.62685, 0.31429, 2.43932], [5.59051, -0.09119, 3.94414], [4.44064, -0.71689, 5.21969], [4.42841, 0.98802, 4.61503], [-4.48998, 3.05572, -2.60561], [-3.37295, 4.00591, -2.16893], [-2.05306, 3.47494, -2.52161], [-0.98022, 4.16911, -1.81072], [0.38296, 3.50437, -1.93025], [-1.84156, 3.43752, -3.97611], [-1.43648, 2.03472, -4.39935], [-4.26313, 2.04685, -2.26912], [-4.63181, 3.04506, -3.68417], [-5.40857, 3.40145, -2.12712], [-3.54838, 5.01656, -2.57740], [-3.39511, 4.21113, -1.09648], [-1.27859, 4.33399, -0.77310], [-0.87359, 5.19165, -2.21832], [0.35132, 2.52238, -1.45083], [1.21686, 4.06281, -1.51030], [0.61684, 3.27400, -2.97086], [-2.76656, 3.68447, -4.49792], [-1.09632, 4.19197, -4.25622], [-2.26089, 1.34251, -4.23333], [-1.22163, 1.95445, -5.47569], [-0.52361, 1.68299, -3.92209], [-5.29248, -1.99416, -3.72682], [-3.91060, -1.57803, -4.23068], [-3.53060, -2.17699, -5.50397], [-2.48555, -1.40497, -6.17756], [-2.29656, -1.81876, -7.62578], [-3.32499, -3.60836, -5.46034], [-2.04850, -4.09251, -4.73728], [-6.05432, -1.60992, -4.41160], [-5.51962, -1.51325, -2.77432], [-5.40601, -3.07476, -3.67410], [-3.92257, -0.49123, -4.29013], [-3.16682, -1.92283, -3.49646], [-2.72193, -0.34554, -6.10736], [-1.54918, -1.55340, -5.61440], [-1.62715, -1.10744, -8.11683], [-1.95029, -2.83111, -7.82431], [-3.23634, -1.71085, -8.17583], [-3.29265, -4.03318, -6.46394], [-4.15202, -4.09774, -4.94415], [-2.06086, -3.78686, -3.69041], [-1.19431, -3.56540, -5.17023], [-1.96566, -5.16569, -4.89030]],
  "forces_ev_per_a": [[-0.4, 0.0, 0.9], [0.1, -0.8, -1.0], [0.9, -0.5, 0.7], [-0.2, -0.2, 0.5], [0.2, 0.4, -0.4], [-0.5, 0.0, -0.6], [0.2, -0.3, -0.1], [0.4, 0.0, -0.2], [0.1, -0.2, -0.3], [0.0, 0.3, -0.1], [-0.3, 0.1, -0.1], [-0.1, 0.5, 0.4], [-0.2, 0.0, -0.1], [0.1, 0.1, -0.2], [0.2, 0.1, 0.1], [-0.3, -0.1, 0.0], [-0.1, -0.2, 0.2], [-0.1, 0.2, 0.0], [-0.1, 0.2, 0.3], [0.0, 0.1, 0.0], [-0.1, 0.0, 0.0], [0.0, 0.1, 0.0], [-0.4, 0.6, 0.1], [-0.4, -0.6, -1.0], [-1.4, 0.1, 1.0], [0.6, 0.4, -0.1], [-0.7, -0.3, -0.1], [0.6, 0.8, -0.8], [-0.4, 0.2, 0.5], [0.4, 0.0, -0.1], [0.0, -0.1, 0.1], [0.3, -0.1, 0.2], [0.1, 0.0, 0.2], [0.3, 0.0, 0.3], [0.1, -0.2, -0.2], [0.0, 0.2, 0.1], [0.2, -0.1, -0.1], [0.0, 0.3, 0.0], [0.1, 0.1, 0.3], [0.2, -0.3, 0.1], [-0.3, -0.6, -0.2], [0.0, 0.3, -0.2], [0.5, 0.0, 0.1], [0.0, -0.5, 0.0], [0.0, -0.4, 0.3], [0.7, 0.3, -0.5], [-1.3, -0.3, 0.3], [1.3, -0.2, -0.2], [-0.1, -0.4, 0.8], [-0.4, 0.7, 0.0], [0.4, 0.5, 0.4], [-0.1, 0.1, -0.2], [0.1, 0.1, -0.1], [-0.2, 0.1, 0.0], [-0.3, -0.3, 0.3], [0.2, -0.1, 0.0], [0.1, 0.1, 0.1], [-0.4, 0.5, 0.1], [-0.1, 0.4, -0.3], [-0.2, 0.0, -0.1], [0.3, 0.0, -0.4], [0.1, -0.1, 0.1], [0.2, -0.1, -0.2], [0.4, -0.2, -0.2], [-0.4, 0.0, 0.0], [-0.2, -0.5, 0.1], [0.0, -1.0, -0.5], [0.2, 1.4, 0.2], [-0.2, -0.9, -0.2], [0.3, 0.1, 0.4], [-0.4, 0.2, -0.5], [-0.1, 0.5, 0.8], [0.4, 0.5, -0.6], [0.1, 0.3, -0.1], [-0.1, 0.1, 0.2], [0.0, 0.1, 0.2], [0.1, -0.3, 0.0], [-0.5, -0.1, -0.2], [-0.3, 0.0, 0.0], [0.0, 0.1, -0.1], [-0.6, 0.4, 0.2], [-0.1, 0.1, 0.1], [-0.1, 0.3, 0.1], [-0.1, 0.1, 0.0], [0.3, -0.3, -0.2], [-0.1, 0.0, 0.0], [0.0, -0.1, 0.2], [-0.1, -0.2, 0.1], [-0.6, 0.8, 0.1], [0.1, -0.5, -0.2], [-0.2, 0.2, -0.5], [-0.4, 0.3, 1.2], [0.3, -0.1, -0.5], [0.1, -0.5, 0.5], [-0.5, 0.0, 0.0], [0.2, -0.1, 0.1], [-0.2, -0.2, -0.2], [0.3, -0.2, 0.0], [0.1, 0.1, 0.1], [0.2, 0.2, 0.1], [0.0, 0.0, -0.2], [0.3, -0.2, -0.4], [-0.1, 0.1, 0.2], [0.1, -0.1, 0.0], [-0.1, -0.1, -0.1], [0.2, 0.3, 0.1], [-0.1, 0.1, -0.1], [0.0, 0.0, 0.1], [0.0, -0.1, -0.2], [0.0, 0.2, -0.1], [-0.5, -0.2, 0.0], [0.0, -0.2, 0.0], [0.2, 0.6, 0.0], [0.4, 0.1, 0.7], [0.0, -0.3, -0.8], [0.3, -0.7, -0.4], [0.2, -0.9, -0.1], [0.4, 0.3, -0.1], [0.0, 0.1, 0.1], [0.2, -0.3, -0.3], [0.1, 0.0, 0.0], [-0.2, 0.1, 0.2], [0.1, 0.1, -0.3], [-0.1, -0.2, 0.0], [-0.2, -0.1, 0.4], [-0.1, 0.3, 0.0], [-0.1, 0.0, 0.0], [0.0, 0.3, 0.5], [0.0, -0.2, -0.1], [-0.2, 0.1, 0.0], [-0.5, 0.1, 0.0], [-0.1, 0.7, 0.1], [-0.3, 0.1, 0.7], [-0.2, 0.6, -0.2], [0.1, -0.7, 0.0], [-0.5, 0.5, 0.2], [1.1, -0.5, 0.1], [0.0, -0.3, 0.5], [0.2, 0.5, -1.2], [0.4, -0.2, 0.1], [-0.2, -0.2, -0.2], [0.2, 0.2, -0.3], [0.1, -0.2, -0.3], [0.3, -0.2, -0.2], [0.1, 0.2, 0.0], [-0.4, 0.0, -0.3], [-0.3, 0.2, -0.1], [-0.1, -0.1, 0.0], [-0.1, 0.1, 0.2], [0.1, -0.2, 0.1], [0.2, 0.0, -0.1], [0.2, -0.4, 0.4], [0.3, 0.0, 0.2], [0.5, -0.8, 0.3], [0.1, 0.5, 0.6], [0.3, 0.1, -0.2], [-0.2, 0.3, 0.4], [0.1, 0.9, -0.5], [-0.3, -1.0, -0.1], [0.2, -0.4, 0.4], [0.2, -0.1, -1.0], [-0.1, -0.1, 0.0], [0.0, 0.0, 0.0], [-0.2, -0.2, -0.2], [0.1, -0.1, -0.4], [0.0, -0.5, 0.1], [0.0, -0.4, 0.1], [-0.1, 0.1, 0.0], [0.1, 0.1, 0.1], [-0.2, 0.2, 0.1], [0.1, 0.3, -0.1], [0.0, 0.2, 0.1], [0.0, -0.1, -0.1], [0.1, -0.1, 0.4], [-0.1, 0.3, 0.0], [-0.2, -0.1, 0.4], [-0.2, 0.4, -0.6], [0.0, -1.1, 0.5], [-1.0, 0.9, -0.7], [0.2, -1.2, 0.5], [-0.4, 0.7, -0.7], [0.5, -0.5, 0.5], [-0.2, 1.0, -0.5], [0.0, -0.2, -0.1], [0.2, -0.3, 0.2], [-0.1, 0.0, 0.3], [0.4, 0.0, -0.2], [0.0, 0.6, 0.3], [-0.2, 0.0, -0.1], [0.3, 0.3, -0.2], [0.2, -0.2, 0.1], [0.2, 0.0, 0.4], [-0.1, -0.1, 0.2], [-0.2, 0.2, -0.1], [-0.3, 0.2, -0.2], [0.0, -0.5, 0.1], [0.2, -0.4, -0.1], [0.2, 0.0, 0.3]]
}



[2]
{
  "formula": "H25O12",
  "method": "wB97M-V/def2-TZVPD",
  "orbital_gap_ev": 10.65,
  "charge": 1,
  "e_lumo_ev": -3.050,
  "homo_ev": -13.70,
  "total_energy_ev": -24966.2893,
  "de_lowest_ev": 4.742,
  "elements": ["O", "H", "H", "O", "H", "H", "O", "H", "O", "H", "H", "O", "H", "H", "O", "H", "H", "O", "H", "H", "O", "H", "H", "O", "H", "H", "O", "H", "H", "O", "H", "H", "O", "H", "H", "H", "H"],
  "xyz": [[2.25350, -0.38699, 0.87938], [2.65844, -1.42621, -3.32612], [-2.37077, 0.04596, -2.70857], [-0.52487, 2.45746, 3.94190], [-1.03620, 1.67940, 4.00921], [1.04586, -0.35171, 1.22322], [-2.08082, -0.87526, -0.55894], [0.14968, 3.25850, 0.88547], [-1.54337, -3.34671, 0.17942], [-1.57261, -0.37068, -1.30361], [-2.24105, -3.10198, -0.53576], [0.08670, -1.69937, -1.73750], [0.94979, -1.93177, -1.64874], [-0.29016, -2.54266, -1.31359], [2.76360, -1.32649, -2.47835], [2.33577, -2.77762, 1.76892], [3.68955, -1.39839, -2.10369], [-0.34876, -0.09558, 1.15515], [-2.91270, -0.44035, -0.59491], [1.89795, 0.60408, 0.52755], [-2.90260, 0.80331, -2.43697], [-3.34774, 1.17040, -3.26941], [0.44531, 2.59890, 3.84051], [0.72188, 3.15276, 1.58011], [-0.89894, -0.55771, 0.39906], [0.51957, 3.84710, 2.17973], [-2.32982, 2.38823, 0.02160], [-2.40826, 3.07700, 0.74203], [-2.66657, 2.61785, -0.75955], [1.82658, -3.37361, 1.07924], [-1.62790, -2.60727, 0.79544], [2.24266, -0.94369, 0.03070], [2.17836, 1.48698, -0.69550], [-0.68508, 0.91020, 1.03266], [1.57271, 1.58995, -1.51943], [1.31465, -3.96616, 1.46409], [3.13564, 1.83214, -0.74479]],
  "forces_ev_per_a": [[-3.8, 1.3, -0.5], [-0.1, -1.0, -7.4], [-0.4, 0.2, -0.8], [0.7, 3.4, -0.1], [0.7, -1.7, 0.1], [0.3, -0.6, -0.7], [2.2, 1.0, -2.4], [-2.2, 0.5, -2.8], [-1.6, 0.4, -1.8], [-0.9, -1.7, 2.1], [1.7, -0.7, 2.0], [-4.4, -1.2, 0.8], [4.6, -0.5, -0.2], [-0.1, 1.7, -0.5], [1.9, 1.1, 9.2], [-1.9, -2.4, -1.8], [-1.6, -0.1, -1.7], [-0.5, 2.4, -1.1], [-1.5, 0.9, 0.4], [2.3, -1.9, -0.5], [-0.9, 1.0, -1.6], [1.0, -1.0, 1.7], [-1.6, -1.9, 0.3], [2.7, -1.3, 1.5], [0.7, 0.6, 1.4], [-0.4, 0.9, 0.8], [2.8, -1.0, 6.6], [-0.3, -1.0, -1.8], [-2.3, 1.9, -4.7], [5.4, 6.6, -1.5], [0.0, -0.3, -0.1], [-0.1, 1.0, 1.4], [0.0, 1.0, -1.5], [1.3, -3.1, 0.7], [2.3, 0.0, 1.9], [-3.6, -4.1, 3.2], [-2.5, -0.5, -0.6]]
}